(1)
{"formula": "C8H18N4OP", "method": "the ωB97M-V functional and the def2-TZVPD basis", "elements": ["C", "C", "C", "C", "C", "C", "C", "C", "N", "N", "N", "N", "O", "P", "H", "H", "H", "H", "H", "H", "H", "H", "H", "H", "H", "H", "H", "H", "H", "H", "H", "H"], "positions_angstrom": [[-0.474, 1.298, -0.614], [0.987, -3.064, 2.387], [2.000, -2.770, 1.215], [3.213, -2.142, 1.743], [-1.222, 2.290, -2.888], [-0.530, 3.793, -0.930], [-2.659, -0.886, 0.344], [-0.298, 2.434, -1.638], [-0.335, -2.552, 2.103], [-0.085, 1.397, 0.599], [-1.314, -0.996, -0.255], [-0.928, 0.093, -1.014], [1.213, -1.907, 0.254], [-0.165, -1.553, 0.917], [0.792, -4.161, 2.487], [1.413, -2.477, 3.270], [2.275, -3.589, 0.625], [3.039, -1.775, 2.687], [3.751, -1.400, 0.994], [4.042, -2.865, 1.683], [-1.039, 1.279, -3.460], [-1.084, 3.120, -3.506], [-2.247, 2.327, -2.665], [-1.662, 3.748, -0.714], [-0.284, 4.617, -1.740], [0.165, 4.001, -0.067], [-2.628, -1.507, 1.270], [-2.809, 0.235, 0.487], [-3.286, -1.275, -0.484], [0.714, 2.227, -1.939], [0.300, 2.247, 0.829], [-0.857, -0.188, -1.979]], "forces_ev_per_angstrom": [[1.1348, 1.4663, 1.5949], [0.8572, -0.3802, 0.3480], [-1.5878, 0.5885, 0.3787], [3.1771, 0.8612, -3.9831], [1.6911, -2.8282, 0.3922], [-0.1140, 0.7511, -1.7881], [0.1114, 1.0223, -0.5625], [-1.1499, -1.0571, 0.1079], [-1.4758, 2.0243, -0.8304], [-1.3765, -3.3948, -0.5994], [2.2703, -0.1510, 2.3309], [-0.9839, -1.8530, -2.0915], [0.1694, 1.0207, -0.0626], [0.1469, -0.5932, -1.2029], [0.7699, 0.8833, 0.5925], [-0.8367, -1.6247, -0.6239], [-0.1560, -1.3596, -0.9188], [0.2934, 1.2417, 2.0463], [-1.6933, -0.8285, 1.5465], [-0.4653, -0.2260, 0.8578], [-0.1945, 2.1383, 0.8417], [0.6633, 1.0718, -1.3474], [-1.5172, -0.1759, 0.7733], [1.8873, 0.7925, 0.1913], [-0.7706, -1.4714, 1.7510], [-1.1291, -0.2677, -0.7620], [-0.7624, 0.5959, -0.6398], [-0.3148, -1.6713, 0.3680], [-0.2676, 0.1823, 1.0578], [0.7382, 0.5866, -0.3989], [0.8752, 2.2896, 0.7554], [0.0100, 0.3663, -0.1226]], "e_lumo_ev": -4.846, "e_tot_ev": -25874.8090, "e_above_lowest_kj_mol": 170.1, "charge": 1, "homo_ev": -13.526, "homo_lumo_gap_ev": 8.7}

=====

(2)
{"formula": "C11H18NO", "method": "the ωB97M-V functional and the def2-TZVPD basis", "elements": ["C", "C", "C", "C", "C", "C", "C", "C", "C", "C", "C", "N", "O", "H", "H", "H", "H", "H", "H", "H", "H", "H", "H", "H", "H", "H", "H", "H", "H", "H", "H"], "positions_angstrom": [[-1.382, 2.499, 1.174], [-1.587, 1.258, 0.701], [-0.046, 2.968, 1.647], [0.963, 1.959, 1.111], [-0.581, -0.302, -0.864], [0.482, -2.733, -3.470], [-0.622, 0.086, 0.653], [0.702, 0.540, 1.051], [0.617, -1.535, -2.632], [-1.278, -1.020, 1.568], [1.773, -0.461, 1.189], [0.127, -1.469, -1.279], [1.650, -2.446, -2.853], [-2.209, 3.208, 1.159], [-2.594, 1.166, 0.475], [0.167, 3.960, 1.197], [0.060, 3.074, 2.714], [0.963, 1.971, -0.045], [1.855, 1.919, 1.656], [-1.649, -0.409, -1.200], [-0.108, 0.417, -1.422], [0.053, -3.698, -3.208], [0.430, -2.491, -4.560], [-2.210, -1.365, 1.099], [-1.686, -0.498, 2.462], [-0.511, -1.843, 1.909], [0.862, -0.474, -2.975], [1.923, -0.806, 0.172], [1.486, -1.112, 2.036], [2.791, -0.075, 1.545], [-0.439, -2.287, -1.010]], "forces_ev_per_angstrom": [[0.4400, -0.4158, 0.0907], [0.9191, 1.6372, 0.7712], [0.2020, -0.1475, -1.4809], [-0.6679, -0.0859, -1.6993], [-1.0475, -1.0315, 0.5610], [-1.2509, -0.8095, -2.6283], [-1.8598, -0.1893, 0.1327], [-0.5250, -1.0319, 2.1388], [0.9934, 2.7463, 1.7323], [1.1036, -0.1707, 0.5521], [1.3003, 1.1170, 1.3071], [-2.3316, -1.7004, -0.9744], [1.9269, 0.1171, 0.8914], [0.0812, -0.2617, 0.1295], [-1.8136, -1.1652, -0.9061], [-0.0480, -0.4730, 0.3556], [-0.2408, -0.0221, 0.5002], [1.0642, 1.7125, 1.0545], [1.9543, 1.3148, -0.0372], [0.6175, -0.1070, 0.0737], [0.5983, 2.5831, -1.0427], [-0.4930, 0.3588, 0.3097], [-0.0224, -0.2338, 0.7913], [0.4738, -0.5714, -0.1025], [0.7333, -0.3791, -0.3394], [-1.8540, 1.3862, -0.8652], [-0.6814, -1.6507, -0.0679], [0.4434, -1.4267, 0.1354], [0.2332, -0.7196, -1.0576], [-1.4250, -0.0479, -0.6949], [1.1761, -0.3325, 0.3690]], "e_lumo_ev": [-2.785, -7.895], "e_tot_ev": -15222.7874, "e_above_lowest_kj_mol": 0.0, "charge": 1, "homo_ev": [-10.173, -12.742], "multiplicity": 3, "homo_lumo_gap_ev": [7.4, 4.8]}

=====

(3)
{"formula": "C5H14S", "method": "the ωB97M-V functional and the def2-TZVPD basis", "elements": ["C", "C", "H", "H", "H", "H", "H", "H", "C", "C", "C", "S", "H", "H", "H", "H", "H", "H", "H", "H"], "positions_angstrom": [[-2.229, -0.244, 2.173], [-2.049, -1.670, 1.615], [-2.239, -0.261, 3.209], [-1.275, 0.408, 2.036], [-3.014, 0.371, 1.639], [-1.034, -1.929, 1.216], [-2.711, -1.875, 0.840], [-2.398, -2.369, 2.426], [1.563, 1.914, -1.458], [2.674, 1.123, -0.759], [0.199, -0.754, -1.458], [0.184, 0.932, -2.000], [1.311, 2.764, -1.014], [1.726, 2.214, -2.622], [2.580, 1.426, 0.270], [3.752, 1.295, -0.971], [0.177, -0.909, -0.404], [-0.814, -1.150, -1.886], [0.998, -1.341, -1.941], [2.599, 0.056, -0.911]], "forces_ev_per_angstrom": [[2.1191, 1.7913, -3.0645], [0.6521, -0.2486, 1.7727], [-0.9784, 0.0994, 1.9672], [-1.2103, -1.0513, -0.2166], [0.5121, -0.9313, 1.1141], [-0.7182, 0.1638, 0.8465], [-1.2707, -0.1573, -1.6072], [0.9243, 0.3238, -0.8450], [2.3874, -4.3100, -4.8387], [0.6817, 0.5262, 0.0236], [-1.6491, -1.0676, -1.8570], [-0.9683, 0.3141, 0.3132], [-1.5389, 3.6622, 1.9692], [0.4539, -0.2196, 2.2141], [-0.0286, -0.5668, 0.6542], [-0.8831, 0.6855, -0.5711], [0.2329, 0.2282, 0.9353], [1.8003, 0.7043, 0.7019], [-0.1486, 0.3177, 0.2032], [-0.3696, -0.2641, 0.2848]], "e_lumo_ev": [-3.293, -8.067], "e_tot_ev": -16237.1579, "e_above_lowest_kj_mol": 136.1, "charge": 1, "homo_ev": [-14.433, -14.435], "multiplicity": 2, "homo_lumo_gap_ev": [11.1, 6.4]}

=====

(4)
{"formula": "C24H33N3OSbSe4Si2Tc", "method": "the ωB97M-V functional and the def2-TZVPD basis", "elements": ["Tc", "C", "C", "C", "C", "C", "C", "N", "N", "Si", "C", "C", "C", "H", "H", "H", "H", "H", "H", "H", "H", "H", "H", "H", "H", "H", "H", "H", "C", "Si", "C", "C", "N", "C", "C", "C", "C", "C", "C", "O", "C", "C", "C", "C", "C", "C", "H", "H", "H", "H", "H", "H", "H", "H", "H", "H", "H", "H", "H", "H", "H", "H", "H", "H", "Se", "Sb", "Se", "Se", "Se"], "positions_angstrom": [[0.250, 0.207, 0.027], [0.511, -0.650, 4.024], [-0.271, 0.488, 3.449], [-1.114, 1.239, 4.260], [-1.832, 2.297, 3.727], [-1.700, 2.627, 2.385], [-0.822, 1.867, 1.641], [-0.139, 0.815, 2.154], [-0.508, 1.961, 0.282], [-0.243, 3.551, -0.523], [-1.866, 4.200, -1.145], [0.960, 3.251, -1.917], [0.542, 4.652, 0.754], [0.878, -0.383, 5.014], [1.359, -0.915, 3.400], [-0.124, -1.531, 4.137], [-1.191, 0.993, 5.310], [-2.494, 2.873, 4.361], [-2.257, 3.437, 1.937], [-2.340, 3.502, -1.841], [-1.714, 5.143, -1.675], [-2.571, 4.395, -0.335], [0.493, 2.864, -2.826], [1.788, 2.594, -1.633], [1.411, 4.211, -2.184], [-0.156, 4.993, 1.520], [0.947, 5.540, 0.264], [1.372, 4.146, 1.254], [-2.748, -3.412, -0.440], [-2.334, -1.768, 0.327], [-3.016, -0.397, -0.724], [-2.973, -1.597, 2.068], [-0.518, -1.524, 0.409], [0.307, -2.385, 1.132], [-0.098, -3.553, 1.796], [0.829, -4.328, 2.463], [2.175, -3.962, 2.493], [2.614, -2.818, 1.838], [1.675, -2.073, 1.166], [1.964, -0.903, 0.470], [3.275, -0.349, 0.433], [4.210, -0.926, -0.401], [5.465, -0.338, -0.466], [5.745, 0.799, 0.283], [4.778, 1.355, 1.108], [3.518, 0.777, 1.193], [-3.837, -3.479, -0.510], [-2.410, -4.278, 0.128], [-2.355, -3.504, -1.454], [-4.106, -0.447, -0.650], [-2.756, -0.517, -1.780], [-2.713, 0.601, -0.403], [-4.055, -1.750, 2.056], [-2.791, -0.590, 2.452], [-2.551, -2.313, 2.774], [-1.134, -3.852, 1.793], [0.506, -5.226, 2.970], [2.889, -4.573, 3.028], [3.654, -2.521, 1.856], [3.965, -1.809, -0.977], [6.223, -0.767, -1.107], [6.726, 1.250, 0.224], [5.004, 2.236, 1.693], [2.747, 1.178, 1.841], [0.377, -1.965, -5.160], [-1.237, -0.088, -5.851], [-0.042, -2.105, -2.900], [0.456, 0.059, -2.324], [-1.515, 1.119, -3.860]], "forces_ev_per_angstrom": [[-0.0891, 0.0139, -0.2391], [0.0090, -0.0049, -0.0221], [-0.0048, 0.0310, -0.1117], [-0.0501, 0.0836, -0.0005], [0.0138, -0.0363, 0.0511], [-0.0086, -0.0416, -0.0034], [0.0698, -0.1002, 0.0283], [0.1782, 0.1476, 0.0026], [-0.0859, -0.0950, 0.3116], [-0.0702, -0.1191, 0.2012], [-0.0163, -0.0093, -0.0754], [0.0244, -0.0259, -0.0273], [0.0151, -0.0085, -0.0236], [-0.0203, -0.0055, 0.0149], [0.0186, -0.0017, -0.0207], [0.0148, -0.0114, -0.0366], [-0.0021, 0.0035, -0.0025], [-0.0002, -0.0014, 0.0027], [0.0021, 0.0076, -0.0043], [0.0024, 0.0239, 0.0343], [-0.0079, 0.0102, -0.0047], [0.0132, -0.0124, -0.0084], [0.0444, 0.0407, 0.0129], [0.0261, 0.0361, 0.0140], [-0.0228, -0.0078, -0.0257], [-0.0061, -0.0196, -0.0074], [-0.0032, 0.0251, 0.0051], [-0.0061, 0.0130, -0.0150], [-0.0227, -0.0119, -0.0175], [0.3558, -0.0017, 0.0577], [-0.0117, 0.0341, -0.1076], [-0.0121, 0.0271, -0.0302], [-0.5454, 0.3781, -0.5178], [0.2752, -0.1434, 0.3229], [0.0759, 0.2196, -0.0981], [0.2029, 0.0008, 0.0296], [-0.0210, 0.0023, -0.0034], [-0.0119, -0.1610, 0.1255], [-0.2716, -0.0316, 0.0694], [0.1185, -0.0635, 0.0790], [-0.2044, -0.1240, -0.0889], [-0.0023, 0.0123, -0.0062], [0.0137, 0.0177, -0.0048], [0.0148, -0.0106, -0.0084], [-0.0011, 0.0020, 0.0022], [0.0080, -0.0168, 0.0269], [-0.0159, -0.0182, -0.0134], [-0.0064, 0.0063, -0.0013], [-0.0110, 0.0206, 0.0172], [-0.0171, -0.0130, -0.0369], [-0.0199, -0.0177, 0.0589], [-0.0193, -0.0253, 0.0202], [-0.0191, 0.0016, 0.0188], [0.0116, 0.0025, -0.0088], [0.0131, 0.0021, -0.0216], [-0.0395, 0.0237, 0.0102], [0.0116, -0.0043, 0.0104], [-0.0035, -0.0015, -0.0099], [0.0103, -0.0177, 0.0047], [-0.0030, -0.0038, 0.0097], [0.0069, 0.0007, 0.0005], [0.0033, -0.0001, 0.0003], [0.0028, 0.0031, 0.0015], [0.0004, -0.0085, -0.0180], [-0.1340, 0.1948, -0.2876], [0.1933, -0.3985, -0.4367], [0.0029, -0.0155, 0.3559], [0.1946, 0.0950, 0.0207], [-0.1611, 0.1085, 0.4244]], "e_lumo_ev": -8.011, "e_tot_ev": -317807.6466, "e_above_lowest_kj_mol": 0.0, "charge": 2, "homo_ev": -13.315, "homo_lumo_gap_ev": 5.3}